[1]
Molecular formula: C19H25IrN3SSi
Method: DFT, ωB97M-V/def2-TZVPD

Last column: Löwdin charge in e.
CARTESIAN COORDINATES (ANGSTROEM)
C: 0.7124 1.6137 1.4709  -0.25
C: 1.1176 1.9990 0.1669  -0.20
C: -0.0433 2.2126 -0.6053  -0.21
H: 2.1339 2.1069 -0.1753  0.12
C: -1.1687 1.9556 0.2084  -0.19
C: -0.6979 1.5838 1.4944  -0.21
H: -1.3104 1.3285 2.3437  0.11
H: 1.3661 1.3844 2.2964  0.10
H: -0.0677 2.4807 -1.6478  0.12
H: -2.1995 2.0201 -0.0982  0.12
Ir: 0.0000 0.0000 0.0000  1.28
C: -0.3725 -0.5793 -2.0408  -0.27
H: -1.3123 -0.1266 -2.3760  -0.01
H: -0.4407 -1.6451 -2.2880  -0.02
H: 0.4153 -0.1710 -2.6839  0.00
Si: -0.5563 -2.0412 -6.1164  0.73
C: 1.2392 -1.8068 -6.5904  -0.34
C: 1.8926 -0.5975 -6.3370  -0.11
H: 1.3493 0.2239 -5.8856  0.10
C: 3.2279 -0.4247 -6.6677  -0.09
H: 3.7166 0.5193 -6.4650  0.10
C: 3.9367 -1.4607 -7.2610  -0.08
H: 4.9786 -1.3262 -7.5211  0.10
C: 3.3040 -2.6670 -7.5239  -0.08
H: 3.8506 -3.4757 -7.9914  0.10
C: 1.9671 -2.8358 -7.1918  -0.11
H: 1.4841 -3.7808 -7.4103  0.09
C: -1.5522 -0.5078 -6.5167  -0.34
C: -1.3565 0.1772 -7.7193  -0.10
H: -0.6029 -0.1659 -8.4181  0.11
C: -2.1041 1.3028 -8.0295  -0.08
H: -1.9378 1.8208 -8.9651  0.11
C: -3.0636 1.7668 -7.1395  -0.08
H: -3.6466 2.6463 -7.3801  0.10
C: -3.2693 1.1024 -5.9392  -0.09
H: -4.0121 1.4636 -5.2398  0.10
C: -2.5184 -0.0236 -5.6322  -0.13
H: -2.6845 -0.5277 -4.6877  0.08
H: -0.7093 -2.3120 -4.6608  -0.04
H: -1.0657 -3.2333 -6.8477  -0.02
N: -0.8926 -1.6523 0.8806  -0.17
N: -0.5195 -1.6020 2.2107  -0.10
C: 0.8613 -1.4282 2.4686  -0.79
N: 1.3499 -1.3481 3.7950  0.10
S: 1.8478 -1.1755 1.1849  0.76
H: -0.4659 -2.5177 0.4753  0.13
H: -1.9299 -1.6802 0.7558  0.16
H: -1.2174 -1.6379 2.9688  0.17
H: 2.3487 -1.1736 3.9764  0.12
H: 0.7073 -1.4609 4.5922  0.12

## Properties
net charge = +1
⟨S²⟩ = 6.012
Kohn-Sham gap (spin up / spin down) = 5.805 / 5.641 eV
spin multiplicity = 5
LUMO (spin up / spin down) = -3.132 / -5.235 eV

---

[2]
Molecular formula: C19H25KN4SeSi2
Method: DFT, ωB97M-V/def2-TZVPD

Last column: Löwdin charge in e.
CARTESIAN COORDINATES (ANGSTROEM)
K: -0.9799 -0.0555 0.1085  0.75
Se: 3.5114 3.2866 6.0548  1.13
N: 1.7785 3.2846 5.6812  -0.23
C: 1.6244 2.5702 4.5929  -0.34
C: 0.3426 2.3343 3.9660  -0.08
C: -0.8434 2.8615 4.4796  0.01
C: -2.0295 2.6028 3.8345  -0.03
C: -1.9921 1.8183 2.6847  -0.12
N: -0.8839 1.3057 2.1806  0.00
C: 0.2834 1.5487 2.7993  -0.14
C: 1.5012 0.9708 2.2276  -0.14
N: 1.3810 0.2159 1.1249  0.05
C: 2.4656 -0.3105 0.5896  -0.11
C: 3.7474 -0.1221 1.1066  -0.02
C: 3.8879 0.6419 2.2401  0.01
C: 2.7518 1.2037 2.8274  -0.09
C: 2.8219 2.0110 4.0260  -0.34
N: 3.9375 2.2771 4.6604  -0.23
H: -0.8043 3.4649 5.3770  0.12
H: -2.9692 2.9924 4.1995  0.11
H: -2.9082 1.5944 2.1450  0.12
H: 2.3090 -0.9089 -0.3018  0.10
H: 4.6017 -0.5707 0.6202  0.11
H: 4.8550 0.8191 2.6919  0.12
C: -1.6210 -3.5802 -0.1235  -0.20
Si: -1.7181 -2.5662 -1.7325  0.33
C: -3.3218 -1.5353 -1.5793  -0.20
C: -1.9491 -3.7721 -3.1811  -0.19
C: -0.2335 -1.5033 -1.8790  -0.50
Si: 0.0094 -0.0995 -3.0301  0.34
C: 1.5275 0.9352 -2.5334  -0.20
C: -1.4629 1.1160 -2.9833  -0.19
C: 0.2476 -0.6347 -4.8386  -0.20
H: -2.4829 -4.2427 -0.0020  0.02
H: -1.5707 -2.9356 0.7599  0.00
H: -0.7234 -4.2034 -0.1250  0.03
H: -4.1720 -2.1556 -1.2863  0.03
H: -3.5671 -1.0760 -2.5389  0.02
H: -3.2292 -0.7309 -0.8421  -0.02
H: -2.8034 -4.4487 -3.0774  0.02
H: -1.0456 -4.3753 -3.2933  0.02
H: -2.0731 -3.2011 -4.1043  0.01
H: 0.6920 -2.0603 -1.6873  -0.03
H: 1.4155 1.3490 -1.5271  0.00
H: 1.6943 1.7700 -3.2200  0.02
H: 2.4317 0.3198 -2.5410  0.02
H: -1.7492 1.3838 -1.9607  -0.01
H: -2.3356 0.6757 -3.4693  0.02
H: -1.2280 2.0439 -3.5105  0.03
H: 1.0809 -1.3381 -4.9002  0.02
H: 0.4444 0.1913 -5.5302  0.02
H: -0.6466 -1.1619 -5.1797  0.01

## Properties
net charge = 0
ΔE to the lowest compared entry with this formula, charge and spin = 13.8 kcal/mol
Kohn-Sham gap = 4.564 eV
spin multiplicity = 1
LUMO = -1.220 eV

---

[3]
Molecular formula: C19H25MnN3O2P
Method: DFT, ωB97M-V/def2-TZVPD

Last column: Löwdin charge in e.
CARTESIAN COORDINATES (ANGSTROEM)
Mn: 0.2966 0.3820 -0.1890  0.94
O: -2.4016 -3.9148 -2.4450  0.07
C: -2.7885 -2.8479 -3.1575  -0.26
C: -3.7203 -3.0746 -4.1738  0.00
C: -4.1692 -2.0372 -4.9577  -0.06
C: -3.7041 -0.7339 -4.7582  -0.08
C: -2.7886 -0.5012 -3.7620  -0.03
C: -2.3127 -1.5385 -2.9419  -0.09
C: -1.3469 -1.1982 -1.8986  -0.39
O: -0.9766 0.0291 -1.7496  -0.17
N: -0.8754 -2.1992 -1.1374  0.05
N: -0.0260 -1.7194 -0.2099  -0.10
C: 0.6699 -2.4607 0.5569  -0.04
C: 1.5929 -1.7680 1.4667  -0.24
C: 2.3149 -2.4567 2.4295  0.01
C: 3.1714 -1.7545 3.2615  -0.02
C: 3.2863 -0.3821 3.1111  -0.03
C: 2.5376 0.2347 2.1269  -0.12
N: 1.7117 -0.4304 1.3163  0.01
H: -1.7398 -3.6143 -1.7847  0.07
H: -4.0705 -4.0875 -4.3198  0.12
H: -4.8907 -2.2374 -5.7395  0.11
H: -4.0581 0.0756 -5.3808  0.10
H: -2.4080 0.4954 -3.5864  0.11
H: 0.6199 -3.5460 0.5428  0.14
H: 2.2014 -3.5282 2.5223  0.13
H: 3.7411 -2.2747 4.0198  0.12
H: 3.9445 0.2034 3.7362  0.12
H: 2.6027 1.3051 1.9725  0.11
C: -0.0097 3.4000 2.6914  -0.14
C: 0.3851 3.9282 1.3129  -0.41
P: -0.2721 2.8957 -0.0405  0.90
C: 0.2648 3.6760 -1.6148  -0.39
C: 0.4528 5.1929 -1.6072  -0.14
C: -2.0908 3.0525 0.0370  -0.39
C: -2.6700 4.4558 -0.1171  -0.13
H: 0.4571 3.9931 3.4765  0.08
H: 0.2980 2.3605 2.8293  0.05
H: -1.0880 3.4485 2.8441  0.07
H: 1.4728 3.9435 1.2009  0.08
H: 0.0455 4.9567 1.1810  0.08
H: -0.4775 3.3693 -2.3571  0.09
H: 1.1978 3.1942 -1.9141  0.07
H: -0.4520 5.7217 -1.3131  0.06
H: 0.7280 5.5331 -2.6049  0.08
H: 1.2520 5.4915 -0.9290  0.07
H: -2.3940 2.6113 0.9903  0.08
H: -2.4749 2.3815 -0.7361  0.08
H: -2.2700 5.1479 0.6251  0.07
H: -3.7513 4.4242 0.0130  0.08
H: -2.4724 4.8636 -1.1077  0.07

## Properties
net charge = +1
ΔE to the lowest compared entry with this formula, charge and spin = 0.3 kcal/mol
⟨S²⟩ = 8.755
Kohn-Sham gap (spin up / spin down) = 6.663 / 6.561 eV
spin multiplicity = 6
LUMO (spin up / spin down) = -3.863 / -3.959 eV

---

Number 1: E -1694.81230 Eh. Number 2: E -4538.43619 Eh. Number 3: E -2545.95864 Eh.